# 1
The following is a DFT calculation (ωB97M-V/def2-TZVPD) of C6H10O as an isolated structure.

The geometry in XYZ format:
```
17
Properties=species:S:1:pos:R:3:forces:R:3
H 1.3566 1.6985 0.0516 -0.039 -0.154 0.052
C -1.3655 1.3964 0.0496 -0.013 -0.003 -0.012
H 1.9406 -0.0388 -1.5687 -0.083 -0.054 0.135
H 1.5422 0.5416 1.3948 -0.057 0.011 -0.139
H -0.4455 -0.7392 -1.7699 0.060 -0.014 0.160
C -0.5663 -1.8978 0.0771 0.266 -0.059 -0.166
C -0.3470 0.3104 0.2817 -0.023 0.212 -0.093
H -2.3489 0.9638 -0.1648 0.135 0.054 0.030
H -1.4253 -1.2273 0.9567 -0.006 0.149 0.199
H -1.0726 2.0323 -0.7927 -0.024 -0.096 0.114
H -1.4499 2.0200 0.9469 0.019 -0.076 -0.113
C -0.0072 -0.7857 -0.7669 -0.085 -0.079 -0.070
C 1.4930 -0.4219 -0.6464 0.140 -0.078 -0.065
O -0.7241 -0.5323 1.4088 -0.115 -0.149 -0.016
H 0.1930 -2.5749 0.4912 -0.104 0.101 -0.044
C 1.1397 0.6794 0.3877 0.031 0.119 0.084
H 2.1234 -1.2328 -0.2671 -0.101 0.116 -0.055
```
Positions in Å, forces in eV/Å.

ΔE to the lowest compared entry with this formula, charge and spin = 105.1 kcal/mol
Strongest force on any atom = 0.006 Eh/bohr
Energy = -309.67490 Eh



# 2
The following is a DFT calculation (ωB97M-V/def2-TZVPD) of one molecule with the formula C4H10N2O2.

The geometry in XYZ format:
```
18
Properties=species:S:1:pos:R:3:forces:R:3
H 2.0858 -0.6723 -0.8810 -0.583 -0.161 -0.208
H -2.2473 -1.3945 0.5368 0.231 -0.086 -0.032
H 1.5708 2.3461 0.9698 -0.142 0.080 0.039
H 0.9506 -0.9427 1.6918 -0.231 0.082 -0.352
H -0.9323 -1.9739 -1.6927 -0.035 0.026 0.025
O 1.2666 -0.0993 1.3444 0.956 0.161 -0.761
C -1.0226 -1.0025 -1.2040 2.436 1.023 -0.466
C 0.5064 2.1365 1.1039 0.283 0.133 -0.867
H -1.8323 -0.4194 -1.6493 0.213 0.019 0.042
H 0.2492 0.1423 -2.4509 -0.024 -0.101 0.221
O 1.4590 -1.0639 -1.5184 -0.291 0.145 0.207
N -0.9903 0.2533 0.8063 1.569 0.612 -0.984
H -0.5345 -1.8489 0.7332 -0.036 -0.294 -0.068
C 0.2416 0.6785 0.8767 -3.363 -0.980 2.884
H 0.2114 2.4228 2.1149 0.060 -0.200 -0.028
N 0.3191 -0.1758 -1.4830 -1.497 -1.414 -0.241
C -1.2163 -1.1078 0.3070 0.302 1.031 0.436
H -0.0850 2.7216 0.3944 0.155 -0.073 0.151
```
Positions in Å, forces in eV/Å.

ΔE to the lowest compared entry with this formula, charge and spin = 97.0 kcal/mol
Strongest force on any atom = 0.088 Eh/bohr
Structure (SMILES) = C/C(O)=N/CCNO
Energy = -418.30641 Eh



# 3
The following is a DFT calculation (ωB97M-V/def2-TZVPD) of a 2-piece molecular cluster, C3H8O3 overall.

The geometry in XYZ format:
```
14
Properties=species:S:1:pos:R:3:forces:R:3
H -0.8035 4.1381 -0.7193 0.056 -0.334 0.219
H 0.7993 -1.0122 -1.3124 0.188 -0.139 0.333
O -0.9236 -1.0254 0.7744 0.497 0.721 0.310
H -1.2973 1.3620 -0.5492 -0.181 0.740 -0.571
H -0.4340 -2.7999 -0.0587 0.281 0.375 0.293
H 1.9413 -2.2049 -0.6179 -0.225 0.321 0.092
H 1.7297 -0.6070 0.1639 -0.119 -0.265 -0.207
H -0.5011 -0.2915 1.2677 -0.340 -0.584 -0.290
H 0.4985 -2.4166 1.4176 -0.181 0.151 -0.318
C -0.7407 3.1368 -0.2491 0.039 -0.035 0.084
C 1.2085 -1.4181 -0.3720 0.084 0.082 -0.165
O -0.1813 2.8904 0.7900 -0.369 0.059 -0.675
O -1.3858 2.2368 -1.0171 0.439 -0.639 0.957
C 0.0900 -1.9885 0.4820 -0.170 -0.455 -0.062
```
Positions in Å, forces in eV/Å.

ΔE to the lowest compared entry with this formula, charge and spin = 17.2 kcal/mol
Strongest force on any atom = 0.024 Eh/bohr
Structure (SMILES) = O=CO.CCO
Energy = -344.82092 Eh



# 4
The following is a DFT calculation (ωB97M-V/def2-TZVPD) of a 3-piece molecular cluster, C4H9NO overall.

The geometry in XYZ format:
```
15
Properties=species:S:1:pos:R:3:forces:R:3
H -1.8510 -1.4682 0.7411 0.030 0.119 -0.086
H 2.2072 -2.5053 -0.4984 -0.025 0.150 0.002
H 2.0917 -0.9730 -1.4148 -0.056 -0.058 0.133
H 2.3277 -0.9295 0.3469 -0.071 -0.059 -0.102
H 0.3763 2.7614 -0.1149 -0.090 -0.115 -0.006
C 1.8500 -1.4746 -0.4727 0.269 -0.024 -0.036
C -0.2554 -0.4238 -0.1867 -0.197 0.222 0.138
N 0.4002 0.7262 -0.3708 -0.182 -0.027 0.076
H -1.2625 2.0313 -0.5491 0.129 -0.107 0.093
H -2.3250 0.1412 -0.0176 0.179 -0.017 0.099
C -1.5343 -0.5080 0.3457 0.008 -0.022 -0.152
O 0.4467 -1.5743 -0.2795 -0.068 -0.035 0.019
H -0.9486 1.5637 1.2975 0.027 -0.040 -0.021
C -0.2344 1.8642 -0.2117 -0.026 -0.024 -0.079
H -1.2883 0.7686 1.3849 0.072 0.036 -0.078
```
Positions in Å, forces in eV/Å.

ΔE to the lowest compared entry with this formula, charge and spin = 103.2 kcal/mol
Strongest force on any atom = 0.006 Eh/bohr
Energy = -287.66801 Eh



# 5
The following is a DFT calculation (ωB97M-V/def2-TZVPD) of C13H17Cl5MgN3 as an isolated structure.

The geometry in XYZ format:
```
39
Properties=species:S:1:pos:R:3:forces:R:3
Cl 0.3077 -1.5702 -2.9904 -0.014 0.074 0.024
H -3.2043 1.3303 -0.0087 0.016 0.002 -0.011
C 4.9933 0.4237 0.8890 0.017 -0.003 -0.001
H -2.2674 3.1738 -1.3623 0.012 0.022 -0.017
Cl -1.4311 -2.7384 1.9814 0.017 -0.021 -0.150
C -0.5806 -4.0164 -2.2685 -0.061 -0.131 0.091
H 0.4767 1.0892 -2.0704 0.004 0.045 0.008
H -2.2934 -0.2825 1.5699 -0.002 0.014 0.009
Cl -0.2252 -4.5041 -3.8753 -0.002 0.024 0.017
C -0.3681 -2.7117 -1.8363 0.038 -0.053 -0.076
C 3.8646 0.4546 1.9246 -0.038 -0.047 -0.033
H 4.9799 -0.5054 0.3231 -0.001 -0.006 0.003
C 2.5505 0.3484 1.3001 0.002 0.053 0.069
Cl -1.3821 -6.5604 -1.8377 0.007 0.032 -0.001
H -1.3558 4.4523 -0.6110 -0.008 -0.002 -0.003
H -3.5060 1.7012 1.6769 0.012 0.007 -0.008
C -1.1251 -3.2232 0.3127 0.055 0.162 0.059
C -2.0383 2.9895 0.7727 -0.071 -0.084 0.057
H 5.9466 0.4981 1.4065 0.005 -0.001 -0.005
H -1.1077 1.2826 -2.1540 -0.014 0.035 0.014
C -0.1803 2.7626 -1.0665 -0.084 0.040 0.044
C -1.4991 3.3702 -0.6058 0.067 0.046 -0.053
N -1.7709 0.5559 1.3154 0.066 -0.092 0.026
Mg -0.3470 -0.2346 -0.0677 0.018 0.183 0.074
H -1.2453 3.0847 1.5236 -0.001 -0.008 0.005
N -0.3273 1.3547 -1.5035 0.018 -0.267 -0.140
H -2.7779 3.7453 1.0401 -0.011 -0.011 0.002
C -1.3682 -4.5465 -0.0433 0.025 0.093 0.009
C -0.6317 -2.2574 -0.5551 -0.097 -0.245 -0.010
H 0.5621 2.7872 -0.2650 -0.033 0.043 0.010
C -1.0956 -4.9406 -1.3547 0.025 0.019 -0.042
H 0.2093 3.3623 -1.8908 0.007 -0.002 0.010
H 4.9125 1.2582 0.1953 0.000 0.007 0.001
N 1.5190 0.2712 0.8072 0.040 -0.052 0.018
H 3.8738 1.3793 2.5038 0.000 0.003 -0.003
H 3.9450 -0.3738 2.6310 0.017 0.004 -0.002
C -2.7199 1.6266 0.9239 0.001 0.154 0.001
Cl -1.9824 -5.6755 1.0918 -0.007 -0.021 -0.002
H -1.3102 0.8387 2.1781 -0.027 -0.016 0.006
```
Positions in Å, forces in eV/Å.

ΔE to the lowest compared entry with this formula, charge and spin = 0.9 kcal/mol
Strongest force on any atom = 0.006 Eh/bohr
Total charge = +1
Energy = -3170.78619 Eh



# 6
The following is a DFT calculation (ωB97M-V/def2-TZVPD) of a 5-piece molecular cluster, C39H82N4O5 overall.

The geometry in XYZ format:
```
130
Properties=species:S:1:pos:R:3:forces:R:3
C -5.6500 -2.6231 -4.2654 -0.972 -0.897 0.424
H 2.8206 4.7653 -3.3969 -0.414 0.072 -0.610
H 2.0014 4.9504 5.3993 -0.138 -0.665 0.445
C 1.1716 1.5951 5.6085 -3.029 0.079 2.617
C -8.0471 -5.7006 -4.4776 -0.392 -0.014 1.078
C 0.8192 5.9206 -1.8983 -0.324 -0.266 0.310
H -8.5343 -5.3213 -5.3758 0.268 0.077 -0.093
C 3.8702 -1.2048 -3.7299 -1.034 -1.519 -0.512
H -4.8224 -2.8315 -4.9435 -0.125 -0.261 -0.137
H 0.9134 3.5709 1.9653 0.269 0.017 0.160
O -1.5244 -0.0180 -0.2199 0.009 -0.588 -0.610
H 2.0879 -2.2157 -4.5183 -0.070 0.072 -0.095
C 5.0937 -1.5225 -2.8617 -0.724 1.637 -2.430
H 4.3739 4.6528 -1.5434 -0.027 -0.206 0.002
C -0.0742 3.5241 0.0369 1.477 -0.571 1.968
C 3.7607 3.9279 1.1571 -0.135 0.689 0.538
H -5.8144 -2.2375 -2.1514 -0.422 -0.658 0.194
C 2.5356 -3.1525 -2.6466 1.015 0.909 0.665
C 0.7547 0.1229 5.3189 -0.223 1.183 0.705
H -0.2341 -2.9876 0.6853 0.597 0.711 -0.007
C -6.8875 -3.5390 -4.4554 -0.615 0.412 0.089
H -2.2249 3.9293 5.9959 0.023 0.122 0.932
H 1.7994 -1.3128 -1.7368 -0.151 0.004 -0.109
C 2.0285 5.7711 1.2488 0.750 -0.328 -0.168
H -0.2015 -0.1291 5.7774 -0.249 0.299 -0.078
C -5.2036 -2.8588 -2.8065 0.255 0.694 -1.967
H 3.6680 -4.6418 -0.4812 0.243 -0.041 -0.176
H -5.8726 -1.5633 -4.3898 -0.268 -0.044 -0.094
C -3.6776 -4.8553 -2.8993 1.070 -0.736 -0.632
H 3.2312 -1.0475 -0.1162 0.597 -0.322 0.649
C 0.1297 3.9766 7.3418 0.549 -0.225 -0.871
O -0.5542 2.2444 4.0126 0.115 0.699 0.056
H 0.5319 1.1865 7.7846 -0.193 -0.217 -0.482
C 4.1610 -0.8607 -0.6535 -0.944 1.222 -1.351
C 2.4064 1.9013 4.8734 1.131 1.376 -0.924
C -1.4547 4.5760 5.5756 -1.478 -0.568 -0.453
C -6.6572 -5.0537 -4.2476 0.080 -0.389 -2.029
C 1.3383 3.1807 7.7378 0.025 -0.981 0.140
H -0.7139 2.6775 0.2861 -0.253 0.113 0.045
H 1.7653 -5.1045 -1.9851 -0.206 0.250 0.076
H 0.6749 -0.0166 4.2408 0.466 -0.461 0.233
C 6.0295 -2.5317 -0.8233 -0.330 -1.007 -0.162
C -0.0861 3.9672 5.8146 1.011 -0.328 -1.067
H 2.2734 1.3426 7.4824 -0.008 -0.555 0.060
H 3.6850 3.5176 2.1641 -0.507 -0.311 0.012
H -1.5114 5.5971 5.9529 0.041 -0.235 0.482
H 0.8353 4.9613 4.1043 0.176 -0.924 -0.386
H 0.6053 5.9647 5.2926 -0.093 0.220 0.972
H 6.0178 -2.6798 0.2565 -0.543 0.525 0.129
H -2.8709 -4.1895 -2.5928 -0.054 0.035 0.267
H -3.4975 -5.0350 -3.9592 -0.588 0.723 -0.339
H 1.6833 2.4094 0.8966 -0.414 -0.337 -0.248
H -6.1955 -5.0538 -6.4198 -0.204 -0.175 0.027
H 1.4641 -0.4781 5.8880 0.321 -0.372 -0.734
C 0.0167 -0.2813 1.5298 1.470 0.609 -0.580
H 2.3072 3.5783 7.4357 -0.182 0.562 -0.180
H 2.3020 3.0801 -3.2713 0.221 -0.103 0.606
H 3.2102 -0.4812 -3.2514 0.080 0.143 0.018
H 0.8157 2.5195 -1.6400 -0.531 -0.296 0.064
H 1.5730 6.5738 -2.3379 -0.140 0.324 0.450
H 0.5382 6.1168 -0.8635 -0.066 1.019 -0.272
C 2.0489 -4.5753 -2.8949 0.216 -0.126 -0.132
H 2.6082 6.6162 0.8777 -0.234 -0.015 -0.802
C -5.0408 -4.3484 -2.4537 0.048 -0.702 2.240
H 1.3283 3.1991 8.8276 0.361 -0.320 0.163
H -0.5124 3.7341 -2.0020 -0.196 -0.753 -0.313
H 0.5494 -2.2513 -2.5913 0.060 0.200 -0.339
H 1.2027 -4.5500 -3.5815 -0.160 0.005 0.086
H 5.7468 -2.1068 -3.5099 0.036 -0.905 0.677
H -0.7472 3.5816 7.8547 -0.079 0.060 0.007
H 2.3529 5.8221 2.2882 -0.309 -0.680 0.343
H -5.5856 -6.5520 -5.6680 -0.014 0.057 0.239
C 2.9948 -2.4987 -3.9840 0.000 0.631 0.963
H 4.3482 4.8261 1.3476 0.300 0.042 -0.395
H -7.5170 -3.4459 -5.3404 0.902 0.193 -0.839
H 5.6410 -0.5812 -2.8116 0.130 0.140 0.641
H -4.7906 -4.9534 -5.4085 0.103 -0.389 -0.239
C 1.2155 3.3932 0.9332 0.420 0.848 -0.668
C 4.6642 -2.0068 -1.5262 2.142 -2.372 1.596
H 3.4714 -3.2650 -4.5953 0.452 0.158 0.041
H -3.4224 -5.8674 -2.5852 -0.332 -0.001 0.895
O 3.3718 -3.7288 -0.4976 -0.317 0.361 0.564
C 2.4042 4.3886 0.5654 -0.729 0.847 0.528
H 0.9883 -0.7743 1.4973 -0.144 -0.796 0.511
C 1.3811 4.5392 -1.8049 1.840 -1.717 -0.972
C 0.9320 4.9299 5.1895 -0.229 1.256 -1.519
H 1.0648 -2.7703 -1.0544 0.498 -0.091 0.059
H 2.8139 -5.1909 -3.3680 0.207 0.150 -0.077
H -4.0962 -3.9820 -0.5200 -0.059 0.038 0.198
H 0.3673 0.7294 1.3210 -0.781 0.347 -0.018
H 2.1341 2.0689 3.8314 0.069 -0.315 -0.276
H -8.6871 -5.4314 -3.6373 -0.132 0.386 0.120
C -5.0731 -4.3235 -0.8621 0.138 -0.223 -0.942
N -6.1684 -5.2315 -2.8741 -1.097 1.941 -1.084
H 4.9463 -0.2965 -0.1504 0.019 -0.768 0.730
H 1.1438 4.1164 -3.9261 0.188 0.715 -0.380
H -1.4177 -2.6891 -0.5469 -0.169 0.282 -0.062
N 3.7604 -3.2094 -1.7510 0.590 0.171 -0.610
N 0.0113 2.5260 5.2696 0.588 0.046 2.388
H -0.6030 4.4510 0.2586 -0.030 0.021 0.121
H -7.6764 -3.2216 -3.7734 0.284 0.054 0.900
H 6.9395 -1.9788 -1.0561 -0.435 0.943 -0.068
C -1.0458 -2.3155 0.4071 -0.519 -0.530 -0.450
C -0.8703 -0.7988 0.4278 -0.167 -0.089 1.321
H -5.8456 -3.6366 -0.5164 0.050 -0.014 -0.056
H -4.2469 -2.3364 -2.8037 0.448 -0.453 0.669
H -5.2854 -5.2941 -0.4137 0.246 -0.125 -0.127
H -1.9205 4.6547 4.5932 1.128 -0.047 -0.796
H 6.3784 -3.5128 -1.1456 -0.699 -0.379 -0.594
H -0.4331 -0.2906 2.5227 -0.037 -0.308 -0.165
H -1.7857 -2.5792 1.1629 -0.406 0.318 0.054
H -8.1718 -6.7834 -4.4849 0.864 -0.135 -0.208
H 4.1414 -0.7952 -4.7029 0.176 0.075 0.050
N 2.5586 4.4394 -0.9061 0.472 -0.736 0.361
H 0.9553 5.9574 1.2084 0.105 0.170 -0.044
H -6.5126 -6.6047 -1.6294 -0.215 0.024 0.045
H 2.8134 2.8688 5.1673 0.151 0.020 0.240
C 1.2897 1.7358 7.2258 0.937 0.449 -1.181
C 1.9658 4.1152 -3.2103 -0.874 -0.115 0.929
H 3.2205 1.1781 4.9216 -0.242 -0.242 0.149
O 3.6941 5.2923 -1.3186 -1.670 -0.180 0.727
H 3.8556 -0.0715 -1.3404 -0.407 0.165 -0.286
H -1.3897 1.8830 4.3173 -0.285 -0.156 -0.541
H 4.3565 3.2379 0.5595 -0.332 -0.023 -0.233
C 1.4428 -2.3160 -1.9702 -0.406 -0.153 -0.063
H -0.0690 5.9242 -2.5301 -0.053 0.098 -0.010
C 0.3282 3.4553 -1.3665 1.209 1.597 -1.987
C -5.7364 -5.4816 -5.5286 -0.289 0.705 1.648
H 0.3506 4.9937 7.6658 -0.601 0.252 -0.114
O -6.1161 -6.5838 -2.5034 1.060 -0.105 -0.229
```
Positions in Å, forces in eV/Å.

Strongest force on any atom = 0.078 Eh/bohr
Structure (SMILES) = CC1(C)CCCC(C)(C)N1O.CC1(C)CCCC(C)(C)N1O.CC1(C)CCCC(C)(C)N1O.CC1(C)CCCC(C)(C)N1O.CC(C)=O
Energy = -2130.08888 Eh



no.,HOMO-LUMO gap (eV)
1,9.125
2,9.575
3,11.462
4,9.389
5,8.764
6,8.675